[1]
{
  "formula": "FeH12O6",
  "method": "ωB97M-V/def2-TZVPD",
  "species": ["Fe", "O", "H", "H", "O", "H", "H", "O", "H", "H", "O", "H", "H", "O", "H", "H", "O", "H", "H"],
  "coordinates": [[0.03289, -0.03998, 0.01677], [1.05118, 0.91548, -1.52054], [1.24021, 0.38237, -2.31614], [1.47237, 1.78240, -1.68736], [-1.14852, -0.89760, -1.37173], [-1.58779, -1.76761, -1.27875], [-1.50308, -0.50645, -2.19876], [1.08588, 0.95566, 1.43279], [0.91608, 1.91258, 1.53472], [1.76227, 0.74139, 2.10962], [1.43853, -1.48981, -0.12521], [2.10536, -1.68958, 0.56335], [1.53188, -2.19859, -0.79469], [-0.97539, -1.00310, 1.50371], [-1.37923, -1.89382, 1.53540], [-1.20498, -0.57216, 2.35299], [-1.30670, 1.53730, 0.08753], [-1.27728, 2.50513, -0.05475], [-2.25369, 1.32637, 0.21106]],
  "forces_ev_per_angstrom": [[0.3, 0.5, -0.1], [-0.1, -0.2, -0.3], [0.1, 0.2, 0.1], [-0.1, -0.1, 0.2], [-0.3, -0.4, -0.3], [0.1, 0.1, -0.1], [0.1, 0.0, 0.2], [0.0, 0.4, 0.2], [0.1, -0.1, 0.1], [-0.1, -0.1, -0.2], [0.1, -0.4, 0.2], [-0.1, 0.0, -0.2], [0.0, 0.2, 0.1], [-0.3, 0.0, 0.2], [0.1, 0.1, 0.0], [0.1, -0.1, -0.1], [-0.4, 0.0, 0.1], [0.1, -0.2, -0.1], [0.1, 0.1, 0.0]],
  "nbo_charge": [2.0828, -0.9809, 0.5519, 0.5738, -0.9835, 0.5649, 0.5759, -0.9777, 0.5579, 0.5776, -0.9772, 0.5670, 0.5706, -0.9829, 0.5688, 0.5679, -0.9880, 0.5713, 0.5596],
  "spin_multiplicity": 6,
  "s2": 8.7542,
  "total_charge": 3,
  "gap_ha": [0.5284, 0.3429],
  "relative_energy_kj_mol": 6.1
}



[2]
{
  "formula": "C5H7NO2",
  "method": "ωB97M-V/def2-TZVPD",
  "species": ["C", "C", "C", "C", "C", "N", "O", "O", "H", "H", "H", "H", "H", "H", "H"],
  "coordinates": [[-1.51685, 0.98068, 0.18032], [-0.88138, -0.42185, -0.08008], [-2.79353, 1.07156, -0.11749], [1.87673, -0.83312, 0.25579], [2.45260, 0.42979, -0.29438], [0.40529, -0.98659, -0.02678], [-1.75200, -1.28847, -0.10577], [3.52851, 0.86917, 0.02013], [-3.38765, 1.86181, 0.30543], [-3.21573, 0.33471, -0.88822], [2.03104, -1.00370, 1.24212], [2.17607, -1.64571, -0.51669], [1.72738, 0.93923, -1.04282], [0.28853, -1.96978, 0.13728], [-0.93901, 1.66226, 0.93116]],
  "forces_ev_per_angstrom": [[3.3, -0.2, 1.8], [-1.0, -1.0, 1.3], [-0.6, -0.5, -1.7], [-2.1, 0.0, -5.2], [-0.4, 1.0, -0.2], [0.3, 0.7, 0.4], [0.3, -0.1, -0.7], [-0.6, -0.1, -0.3], [-0.2, 0.2, -0.2], [0.4, 1.2, 1.7], [1.1, -0.7, 2.9], [0.7, 1.1, 1.8], [1.1, -0.4, 0.7], [-0.9, -0.2, -0.4], [-1.3, -1.1, -1.6]],
  "nbo_charge": [-0.3116, 0.6302, -0.3089, -0.3097, 0.4276, -0.6446, -0.6220, -0.4967, 0.2072, 0.2371, 0.2211, 0.2438, 0.1114, 0.3973, 0.2177],
  "smiles": "C=CC(=O)NCC=O",
  "gap_ha": 0.3761,
  "relative_energy_kj_mol": 296.8
}



[3]
{
  "formula": "C15H16FN3O4",
  "method": "ωB97M-V/def2-TZVPD",
  "species": ["C", "C", "N", "F", "C", "C", "C", "C", "C", "C", "H", "H", "H", "H", "H", "H", "H", "H", "H", "H", "H", "O", "N", "O", "C", "C", "C", "C", "C", "C", "N", "O", "O", "C", "H", "H", "H", "H", "H"],
  "coordinates": [[1.39424, -0.28818, 1.25650], [2.13247, 0.97077, 0.90791], [2.91688, 1.48699, 1.82712], [2.00063, -0.82964, 4.98669], [3.16316, 2.78246, 1.85573], [3.45229, 3.29104, 3.24258], [3.02927, 3.53312, 0.66550], [2.50022, 2.90945, -0.48571], [2.59537, 3.60393, -1.82985], [1.94811, 1.63576, -0.32030], [0.99955, -0.68580, 0.32062], [1.99666, -1.04080, 1.77735], [0.56482, -0.07167, 1.94430], [3.90084, 4.28998, 3.23495], [2.51238, 3.31983, 3.81678], [4.07593, 2.59614, 3.82002], [3.31302, 4.58968, 0.68105], [2.17976, 2.97827, -2.63051], [2.07895, 4.57382, -1.83367], [3.65342, 3.79442, -2.05937], [1.34133, 1.11493, -1.05911], [-2.30574, 2.61671, 6.17287], [-2.63800, 1.45950, 6.49430], [-3.84690, 1.10956, 6.62312], [-1.67422, 0.43371, 6.71578], [-2.24939, -0.83450, 6.90354], [-1.41484, -1.93096, 7.05755], [-0.02711, -1.78741, 6.96363], [0.55491, -0.51423, 6.77201], [1.99918, -0.45965, 6.31421], [2.77053, 1.10247, 6.51736], [3.99542, 0.89663, 6.42796], [2.27451, 2.22546, 6.57008], [-0.25805, 0.60199, 6.62292], [-3.34270, -0.93204, 6.95311], [-1.89520, -2.90477, 7.03636], [0.60525, -2.66507, 6.92445], [2.73051, -1.13460, 6.81309], [0.18644, 1.56647, 6.34857]],
  "forces_ev_per_angstrom": [[0.1, -0.3, -0.3], [0.3, 0.4, -0.9], [-1.1, -0.7, 1.8], [0.4, 1.1, 0.8], [0.2, 0.4, -1.1], [0.3, 0.4, 0.1], [-0.1, -0.2, 0.7], [0.4, 0.1, 0.4], [-0.2, -0.1, 0.1], [-0.2, -0.2, 0.6], [-0.2, -0.4, 0.2], [0.2, 0.2, -0.3], [0.1, 0.2, -0.3], [-0.1, -0.1, 0.1], [0.1, 0.2, -0.4], [0.1, 0.1, -0.4], [-0.1, -0.3, -0.2], [0.1, 0.2, 0.2], [0.1, -0.3, 0.0], [-0.3, -0.1, 0.0], [0.3, 0.4, -0.2], [-0.1, -2.4, 0.7], [-2.9, 2.4, -0.5], [2.5, 1.2, -0.3], [1.5, -1.8, 0.1], [0.4, 0.4, 0.5], [0.3, 0.0, -0.7], [-0.2, 0.5, -0.1], [-0.2, -0.2, -0.4], [-0.2, 0.3, 0.3], [2.0, -0.7, -1.5], [-2.3, 0.4, 0.5], [0.0, -2.3, 0.2], [-1.4, 0.5, -0.2], [0.8, 0.0, -0.2], [0.4, 0.0, 0.4], [0.0, 0.0, 0.2], [-0.5, 0.9, -0.1], [-0.4, -0.4, 0.3]],
  "nbo_charge": [-0.6377, 0.2426, -0.4677, -0.3169, 0.2412, -0.6433, -0.2845, 0.0418, -0.6358, -0.2900, 0.2059, 0.2317, 0.2248, 0.2099, 0.2293, 0.2389, 0.2135, 0.2174, 0.2236, 0.2264, 0.2114, -0.3460, 0.4802, -0.3909, 0.0882, -0.1674, -0.2153, -0.1432, -0.1352, 0.3291, 0.4860, -0.3603, -0.3439, -0.1784, 0.2685, 0.2306, 0.2253, 0.2118, 0.2782],
  "smiles": "O=[N+]([O-])c1cccc([C@@H](F)[N+](=O)[O-])c1.Cc1cc(C)nc(C)c1",
  "gap_ha": 0.2741,
  "relative_energy_kj_mol": 741.6
}



[4]
{
  "formula": "C10H30AgO10",
  "method": "ωB97M-V/def2-TZVPD",
  "species": ["Ag", "C", "C", "O", "O", "H", "H", "H", "H", "H", "H", "C", "C", "O", "O", "H", "H", "H", "H", "H", "H", "C", "C", "O", "O", "H", "H", "H", "H", "H", "H", "C", "C", "O", "O", "H", "H", "H", "H", "H", "H", "C", "C", "O", "O", "H", "H", "H", "H", "H", "H"],
  "coordinates": [[-14.55850, 0.20954, 20.86250], [-15.96197, 4.07421, 22.04039], [-14.70835, 3.57517, 21.35653], [-15.04437, 2.64393, 20.32392], [-16.35944, 3.17425, 23.08278], [-16.74465, 4.13403, 21.28048], [-15.76489, 5.06548, 22.45182], [-14.03380, 3.10289, 22.08244], [-14.14577, 4.42237, 20.95695], [-14.44657, 2.74267, 19.57884], [-17.27797, 3.34312, 23.31193], [-10.60907, 0.23802, 21.41832], [-11.10260, 0.37742, 20.00013], [-12.26667, 1.20242, 20.03095], [-9.53786, -0.66873, 21.36503], [-11.44532, -0.10434, 22.04539], [-10.29954, 1.21554, 21.81268], [-11.31503, -0.62598, 19.60625], [-10.32022, 0.80512, 19.36648], [-12.45587, 1.47846, 19.12906], [-9.38717, -1.06293, 22.22765], [-18.67676, -1.83217, 22.11379], [-17.84297, -1.74499, 20.84748], [-17.04390, -0.53067, 20.79069], [-19.89466, -1.10990, 22.05761], [-18.06547, -1.48661, 22.95702], [-18.95342, -2.87324, 22.27562], [-18.49201, -1.78895, 19.97093], [-17.13457, -2.56813, 20.81791], [-17.62281, 0.20797, 20.57866], [-19.76266, -0.25229, 21.64505], [-14.54491, -2.26039, 18.66495], [-15.43461, -2.76865, 17.54986], [-16.77710, -2.35910, 17.76930], [-14.45264, -0.82082, 18.65493], [-13.55021, -2.71452, 18.63478], [-15.01894, -2.52705, 19.61096], [-15.42605, -3.85749, 17.55446], [-15.09321, -2.40993, 16.56977], [-16.76036, -1.42875, 18.01993], [-14.11604, -0.56426, 17.78905], [-14.96985, -0.29746, 23.88250], [-13.93220, -1.36222, 23.67610], [-13.75614, -1.56222, 22.26454], [-14.52640, 0.92194, 23.30489], [-15.15785, -0.20084, 24.95716], [-15.91878, -0.61648, 23.42344], [-14.26741, -2.27614, 24.16758], [-12.97854, -1.05167, 24.11554], [-13.38440, -2.42636, 22.06937], [-15.16585, 1.62490, 23.51170]],
  "forces_ev_per_angstrom": [[0.0, 0.3, 0.0], [0.0, -0.1, -0.1], [0.5, 0.1, 0.4], [-0.2, -0.3, -0.1], [0.2, -0.2, -0.2], [0.0, 0.2, 0.1], [-0.1, 0.0, 0.1], [-0.2, 0.0, 0.0], [-0.2, 0.0, -0.2], [0.0, 0.2, 0.1], [0.0, 0.0, 0.1], [-0.3, 0.4, 0.2], [0.2, -0.3, -0.1], [-0.2, 0.1, -0.2], [0.2, -0.3, 0.1], [0.1, -0.1, -0.1], [0.0, -0.1, -0.1], [-0.2, 0.1, 0.1], [-0.1, 0.1, 0.1], [0.1, 0.0, 0.0], [0.1, 0.1, 0.0], [0.1, 0.2, -0.2], [0.0, 0.4, 0.2], [-0.2, -0.2, 0.0], [0.0, -0.1, -0.1], [0.0, -0.1, 0.0], [0.0, 0.0, 0.1], [0.1, -0.2, 0.0], [0.1, 0.0, -0.1], [0.1, 0.1, 0.0], [0.0, 0.1, 0.1], [0.0, -0.2, 0.0], [-0.2, 0.3, 0.2], [0.1, -0.1, 0.0], [-0.1, -0.4, -0.2], [0.0, 0.1, -0.1], [0.1, 0.1, 0.0], [0.0, 0.0, -0.1], [0.1, -0.1, 0.0], [0.0, 0.1, -0.1], [0.0, 0.1, 0.0], [-0.5, -0.1, 0.2], [0.3, 0.0, 0.0], [-0.2, -0.1, 0.0], [0.0, 0.0, 0.0], [0.2, 0.1, 0.0], [0.2, 0.0, 0.0], [0.0, -0.1, -0.1], [-0.1, 0.0, 0.0], [0.1, 0.0, 0.1], [0.0, 0.0, -0.2]],
  "nbo_charge": [0.8977, -0.0915, -0.0974, -0.7610, -0.7538, 0.1867, 0.1874, 0.1955, 0.1927, 0.4839, 0.4902, -0.0775, -0.0776, -0.7511, -0.7157, 0.1654, 0.1701, 0.1660, 0.1843, 0.4737, 0.4804, -0.0925, -0.0983, -0.7750, -0.6997, 0.1613, 0.1983, 0.1960, 0.1905, 0.4783, 0.4554, -0.0979, -0.0945, -0.7093, -0.7771, 0.1834, 0.1883, 0.2037, 0.1668, 0.4688, 0.4849, -0.0966, -0.0863, -0.7878, -0.7737, 0.1918, 0.1765, 0.1928, 0.1859, 0.4990, 0.5188],
  "total_charge": 1,
  "gap_ha": 0.3676,
  "relative_energy_kj_mol": 0.0
}



[5]
{
  "formula": "C6H12NO2",
  "method": "ωB97M-V/def2-TZVPD",
  "species": ["C", "C", "C", "C", "C", "C", "N", "O", "O", "H", "H", "H", "H", "H", "H", "H", "H", "H", "H", "H", "H"],
  "coordinates": [[-2.37470, -0.02158, 1.82841], [-1.51404, 0.24104, 1.02162], [1.38063, 0.80158, 0.87683], [1.03778, 1.41528, -1.41845], [-0.71289, 0.11283, -0.15475], [-0.13516, -1.70168, -0.00943], [0.34228, 1.12326, -0.15340], [0.73652, -1.93093, -1.09074], [-1.20151, -2.51866, -0.14870], [-3.08486, 0.23064, 2.55071], [1.85092, -0.12155, 0.36105], [1.97494, 1.78121, 0.93404], [0.93759, 0.60700, 1.74021], [0.21764, 1.82468, -2.18053], [1.77873, 2.14493, -1.17995], [1.45209, 0.60080, -1.81031], [-1.27514, 0.02970, -1.04971], [0.43230, -1.54999, 0.87668], [-0.19183, 2.09389, 0.12892], [0.24363, -2.64926, -1.66811], [-1.89494, -2.51317, 0.54562]],
  "forces_ev_per_angstrom": [[1.0, 1.1, -0.3], [-1.0, -0.9, -0.3], [2.7, 1.3, -5.1], [-4.2, 3.7, -0.8], [0.4, -3.2, 0.8], [0.1, 2.6, -2.5], [-1.5, 3.2, 1.1], [-2.3, -1.8, -0.4], [-0.3, 0.1, 0.6], [-0.9, -0.4, 0.8], [0.1, 1.8, 1.5], [-0.2, -2.0, 0.1], [-1.8, -1.0, 3.9], [2.0, -0.7, 1.6], [0.4, 0.6, -0.2], [1.7, -3.5, -1.4], [-0.4, 0.5, -1.0], [0.0, -1.0, 1.2], [1.7, -2.8, -0.7], [1.5, 2.0, 1.5], [0.9, 0.3, -0.2]],
  "nbo_charge": [-0.1852, -0.0445, -0.3914, -0.3905, -0.2610, 0.4963, -0.3541, -0.7204, -0.6982, 0.2528, 0.2397, 0.2375, 0.2200, 0.2352, 0.2282, 0.2309, 0.2526, 0.1576, 0.4489, 0.5178, 0.5277],
  "total_charge": 1,
  "gap_ha": 0.3612,
  "relative_energy_kj_mol": 372.3
}